Density functional theory data (ωB97M-V with the def2-TZVPD basis set) for C3H2N4O in the gas phase in a non-equilibrium geometry.

Computed properties:
- E (Ha) = -409.59789
- ΔE to the lowest compared entry with this formula, charge and spin (kcal per mole) = 81.8
- multiplicity = 1
- total charge = 0
- SMILES string = O=c1cnnnnc1
- lowest unoccupied orbital energy (eV) = -1.4
- HOMO-LUMO gap (eV) = 9.132

Bonds (Å) are listed after each position.
Element x y z (Å)
1 O 2.27 -0.09 -0.02  C2 1.214
2 C 1.06 -0.09 0.05  O1 1.214, C3 1.591, C8 1.570
3 C 0.45 1.36 -0.17  C2 1.591, N4 1.287, H9 1.088
4 N -0.78 1.67 0.07  C3 1.287, N5 1.399
5 N -1.29 0.45 0.53  N4 1.399, N6 1.252
6 N -1.34 -0.28 -0.48  N5 1.252, N7 1.375
7 N -0.98 -1.56 -0.16  N6 1.375, C8 1.281
8 C 0.24 -1.43 0.19  C2 1.570, N7 1.281, H10 1.086
9 H 1.21 2.05 -0.51  C3 1.088
10 H 0.86 -2.27 0.49  C8 1.086